[1]
Computed, not measured: an isolated molecule of C13H25BrF3NO2, with ωB97M-V with the def2-TZVPD basis set.

Cartesian coordinates (Å):
C -1.01 -0.97 1.97
O -1.58 -1.07 0.68
C -1.70 0.16 -0.04
C -2.38 1.25 0.79
C -3.76 0.88 1.37
C -4.75 0.32 0.38
F -4.82 1.08 -0.73
F -5.98 0.29 0.91
F -4.48 -0.91 -0.02
C -0.33 0.53 -0.66
C -0.24 2.00 -1.10
C 1.14 2.61 -1.44
C 2.28 2.31 -0.46
Br 1.68 2.23 -3.29
O -0.18 -0.35 -1.77
C 1.02 -1.11 -1.87
C 1.05 -2.34 -0.94
C 1.95 -2.27 0.30
C 3.41 -1.90 0.04
N 4.17 -1.92 1.30
H -1.73 -0.62 2.72
H -0.69 -1.98 2.25
H -0.12 -0.31 2.00
H -2.35 -0.09 -0.89
H -1.74 1.55 1.63
H -2.52 2.13 0.16
H -4.23 1.79 1.76
H -3.69 0.17 2.21
H 0.45 0.30 0.09
H -0.65 2.65 -0.32
H -0.89 2.10 -1.98
H 0.99 3.70 -1.49
H 1.92 1.74 0.41
H 3.08 1.73 -0.93
H 2.72 3.24 -0.09
H 1.05 -1.42 -2.92
H 1.89 -0.47 -1.71
H 0.01 -2.52 -0.62
H 1.34 -3.23 -1.53
H 1.96 -3.26 0.78
H 1.53 -1.58 1.04
H 3.86 -2.66 -0.63
H 3.48 -0.94 -0.49
H 5.10 -1.55 1.15
H 3.72 -1.29 1.96

## Properties
Total charge: 0
Kohn-Sham gap in eV: 9.88
M in g mol⁻¹: 364.25
Structure (SMILES): CO[C@@H](CCC(F)(F)F)[C@H](C[C@@H](C)Br)OCCCCN
DFT total energy in Ha: -3589.17589

=====

[2]
Computed, not measured: a structure of composition C23H27N6O2PdS in a non-equilibrium geometry, with ωB97M-V with the def2-TZVPD basis set.

Cartesian coordinates (Å):
Pd -0.72 0.31 0.43
C -2.38 4.57 0.35
C -1.98 3.21 0.77
N -2.34 2.09 0.24
N -3.29 1.93 -0.71
C -3.65 0.67 -1.04
N -4.66 0.47 -1.86
S -2.80 -0.67 -0.39
C -1.10 3.00 1.94
C -0.82 3.99 2.90
C 0.13 3.71 3.90
C 0.68 2.47 4.02
C 0.09 1.35 3.21
N -0.61 1.78 2.05
H -2.64 4.60 -0.71
H -1.57 5.28 0.52
H -3.24 4.92 0.92
H -3.82 2.74 -1.04
H -5.23 1.21 -2.24
H -4.95 -0.47 -2.09
H -1.27 4.97 2.85
H 0.47 4.50 4.55
H 1.48 2.23 4.70
H -0.63 0.82 3.88
C 1.18 -4.72 -2.10
C 0.12 -3.73 -1.60
C 0.16 -2.42 -2.31
C -0.20 -2.36 -3.65
C -0.26 -1.15 -4.32
C 0.08 0.04 -3.67
C 0.45 0.05 -2.34
C 0.97 1.32 -1.72
C 2.50 1.31 -1.60
C 0.51 -1.20 -1.64
N 0.88 -1.19 -0.32
C 1.78 -2.01 0.17
C 2.06 -2.29 1.51
C 3.06 -3.13 2.02
C 2.95 -3.14 3.41
C 1.89 -2.32 3.75
N 1.33 -1.84 2.61
H 1.19 -5.59 -1.45
H 2.18 -4.27 -2.10
H 0.97 -5.06 -3.11
H 0.21 -3.59 -0.52
H -0.86 -4.20 -1.78
H -0.48 -3.26 -4.17
H -0.57 -1.11 -5.36
H 0.08 0.96 -4.23
H 0.55 1.48 -0.68
H 0.69 2.18 -2.33
H 2.84 0.58 -0.86
H 2.86 2.29 -1.29
H 2.96 1.07 -2.56
H 2.45 -2.51 -0.53
H 3.79 -3.67 1.44
H 3.58 -3.68 4.10
H 1.51 -2.07 4.73
O 0.40 -0.90 2.57
O 1.06 0.43 2.81

## Properties
Total charge: +3
Kohn-Sham gap (alpha / beta) in eV: 7.73 / 5.39
M in g mol⁻¹: 558.00
Expectation value of S²: 6.082
Multiplicity: 5
DFT total energy in Ha: -1896.48073
Relative energy (zero: lowest compared OMol25 entry of this formula, charge and spin) in kcal/mol: 92.93

=====

[3]
Computed, not measured: a cluster of 2 separate species, C5H7NO in total, with ωB97M-V with the def2-TZVPD basis set.

Cartesian coordinates (Å):
C -1.22 1.34 -0.51
C -0.87 0.25 0.17
C 0.44 -0.18 0.65
N 1.55 0.60 0.58
C 0.28 -1.47 1.07
C -1.11 -1.86 0.97
O -1.75 -0.78 0.43
H -0.49 2.10 -0.76
H 0.33 -0.30 -2.62
H -2.23 1.48 -0.86
H 2.39 0.27 1.03
H 1.42 1.60 0.62
H 1.05 -2.12 1.48
H 0.23 -0.94 -2.25

## Properties
Total charge: 0
Kohn-Sham gap in eV: 7.91
M in g mol⁻¹: 97.12
DFT total energy in Ha: -324.57066
Relative energy (zero: lowest compared OMol25 entry of this formula, charge and spin) in kcal/mol: 96.51

=====

[4]
Computed, not measured: a structure of composition C38H48BaIN7O4, with ωB97M-V with the def2-TZVPD basis set.

Cartesian coordinates (Å):
Ba 0.28 -0.56 0.24
O -1.89 -0.13 1.20
C -2.70 -0.54 2.11
C -3.98 0.06 2.25
C -4.90 -0.41 3.16
C -4.61 -1.48 4.00
C -3.35 -2.04 3.94
C -2.37 -1.59 3.04
C -1.05 -2.19 3.23
N 0.03 -1.98 2.59
C 1.30 -2.56 2.98
C 2.46 -1.56 2.83
N 3.02 -1.55 1.47
C 3.56 -0.50 1.01
C 3.67 0.84 1.66
C 4.83 1.20 2.32
C 4.95 2.44 2.94
C 3.87 3.31 2.91
C 2.70 2.98 2.25
C 2.57 1.74 1.58
O 1.52 1.42 0.88
H -4.21 0.90 1.60
H -5.87 0.07 3.22
H -5.34 -1.85 4.70
H -3.09 -2.84 4.63
H -1.02 -2.87 4.10
H 1.24 -2.93 4.01
H 1.52 -3.42 2.33
H 2.16 -0.56 3.17
H 3.27 -1.90 3.48
H 4.02 -0.59 0.02
H 5.67 0.51 2.35
H 5.86 2.71 3.45
H 3.94 4.27 3.41
H 1.86 3.66 2.22
C 0.21 -0.23 -3.78
O -0.43 0.03 -2.56
C -1.85 -0.15 -2.62
C -2.20 -1.63 -2.53
O -2.48 -2.04 -1.20
C -3.77 -1.66 -0.75
H -0.10 0.49 -4.55
H 0.00 -1.24 -4.14
H 1.28 -0.15 -3.62
H -2.22 0.30 -3.55
H -2.27 0.40 -1.78
H -1.34 -2.23 -2.83
H -3.05 -1.88 -3.18
H -4.54 -2.17 -1.35
H -3.92 -0.58 -0.80
H -3.86 -1.96 0.29
I -4.33 3.25 -3.38
C -3.20 3.74 -1.68
C -3.34 5.00 -1.12
C -2.58 5.28 0.01
C -1.74 4.31 0.52
C -1.68 3.08 -0.13
N -2.41 2.80 -1.22
H -4.00 5.73 -1.56
H -2.66 6.25 0.48
H -1.13 4.48 1.40
H -1.05 2.29 0.24
N 2.37 2.32 -1.97
C 3.62 1.71 -2.08
C 4.63 2.00 -1.15
C 5.87 1.40 -1.25
C 6.15 0.51 -2.27
C 5.18 0.25 -3.22
C 3.93 0.85 -3.13
H 2.10 2.53 -1.02
H 1.62 1.85 -2.45
H 4.42 2.69 -0.34
H 6.62 1.63 -0.50
H 7.13 0.04 -2.34
H 5.38 -0.42 -4.04
H 3.18 0.66 -3.90
C 0.07 -6.18 0.70
C -1.03 -5.16 0.47
N -0.46 -3.93 -0.04
C 0.70 -3.86 -0.77
N 1.05 -2.72 -1.28
C 2.26 -2.63 -2.09
C 3.33 -3.56 -1.55
C 2.75 -4.96 -1.56
N 1.46 -4.99 -0.89
C 0.90 -6.29 -0.56
H -0.37 -7.15 0.96
H 0.70 -5.86 1.53
H -1.55 -4.94 1.40
H -1.77 -5.57 -0.23
H -1.11 -3.15 -0.10
H 2.61 -1.59 -2.11
H 2.02 -2.92 -3.12
H 3.57 -3.27 -0.52
H 4.24 -3.53 -2.15
H 3.40 -5.67 -1.04
H 2.64 -5.32 -2.60
H 1.73 -6.99 -0.41
H 0.29 -6.68 -1.38

## Properties
Total charge: 0
Kohn-Sham gap in eV: 7.38
M in g mol⁻¹: 931.08
DFT total energy in Ha: -2484.35164
Relative energy (zero: lowest compared OMol25 entry of this formula, charge and spin) in kcal/mol: 16.43

=====

[5]
Computed, not measured: an isolated molecule of C3H3NS2 in a non-equilibrium geometry, with ωB97M-V with the def2-TZVPD basis set.

Cartesian coordinates (Å):
C -1.35 -1.52 -0.56
C -0.24 -1.15 0.00
C 0.46 -0.20 0.90
S 1.21 -0.41 2.41
N 0.40 1.19 0.33
S 0.71 1.03 -1.42
H -1.95 -2.33 -0.74
H 1.32 1.70 0.81
H -0.56 1.70 -1.72

## Properties
Total charge: 0
Kohn-Sham gap in eV: 8.13
M in g mol⁻¹: 117.20
Structure (SMILES): C#CC(=S)NS
DFT total energy in Ha: -967.07385
Relative energy (zero: lowest compared OMol25 entry of this formula, charge and spin) in kcal/mol: 89.19

=====

[6]
Computed, not measured: a structure of composition C6H15NO2 in a non-equilibrium geometry, with ωB97M-V with the def2-TZVPD basis set.

Cartesian coordinates (Å):
C 0.00 1.42 -0.57
C 1.33 1.27 -0.23
C -0.88 2.36 0.19
C -0.52 0.94 -1.89
O -1.10 -0.55 0.50
H -1.62 -0.26 1.27
H 1.77 1.99 0.45
H 2.01 0.93 -0.99
H 1.37 0.04 0.78
H -0.51 2.53 1.20
H -0.90 3.33 -0.33
H -1.90 1.99 0.23
H -0.66 1.80 -2.55
H -1.48 0.46 -1.76
H 0.17 0.24 -2.36
C -0.11 -2.59 -0.28
C -0.41 -1.78 0.97
N 1.26 -1.01 1.42
O -0.90 -2.30 1.97
H 1.15 -0.83 2.41
H 2.05 -1.64 1.31
H 0.35 -3.53 0.00
H -1.04 -2.79 -0.81
H 0.56 -2.03 -0.94

## Properties
Total charge: 0
Kohn-Sham gap in eV: 9.42
M in g mol⁻¹: 133.19
DFT total energy in Ha: -442.77110
Relative energy (zero: lowest compared OMol25 entry of this formula, charge and spin) in kcal/mol: 69.09

=====

[7]
Computed, not measured: the ion C6H13N2 with charge +1 in a non-equilibrium geometry, with ωB97M-V with the def2-TZVPD basis set.

Cartesian coordinates (Å):
C 1.58 -1.20 1.46
N 0.48 -0.55 0.75
C -0.25 0.28 1.73
C -0.25 -1.48 -0.27
C -0.09 -0.76 -1.68
C -0.56 0.56 -1.58
C -1.03 1.70 -1.63
N -1.34 2.99 -1.55
H 1.72 -0.59 2.39
H 1.49 -2.27 1.66
H 2.57 -1.17 0.86
H 0.77 0.18 0.08
H -0.33 -0.13 2.79
H 0.22 1.34 1.78
H -1.31 0.34 1.36
H -1.28 -1.52 -0.05
H 0.20 -2.46 -0.26
H -0.52 -1.43 -2.51
H 1.00 -0.77 -1.70
H -2.30 3.16 -1.64
H -0.77 3.77 -1.99

## Properties
Total charge: +1
Kohn-Sham gap in eV: 9.61
M in g mol⁻¹: 113.18
Structure (SMILES): C[NH+](C)CCC#CN
DFT total energy in Ha: -345.57650
Relative energy (zero: lowest compared OMol25 entry of this formula, charge and spin) in kcal/mol: 75.00

=====

[8]
Computed, not measured: an isolated molecule of C12H15NO5S in a non-equilibrium geometry, with ωB97M-V with the def2-TZVPD basis set.

Cartesian coordinates (Å):
C 1.21 -1.29 -4.18
O 0.57 -0.17 -3.60
C 0.06 -0.20 -2.36
C -0.78 0.89 -2.07
C -1.44 0.99 -0.87
C -1.30 -0.02 0.07
S -2.14 0.10 1.65
O -2.33 -1.23 2.16
O -3.28 0.95 1.48
N -1.12 0.88 2.71
C -0.77 2.24 2.38
C 0.61 2.17 1.68
C 1.20 0.82 2.13
C 0.12 0.19 3.03
C -0.50 -1.10 -0.19
C 0.22 -1.20 -1.38
C 1.20 -2.32 -1.44
O 2.36 -2.22 -1.75
O 0.68 -3.47 -1.01
H 1.25 -1.07 -5.25
H 2.23 -1.41 -3.79
H 0.65 -2.21 -4.01
H -0.89 1.64 -2.83
H -2.10 1.82 -0.66
H -1.56 2.67 1.76
H -0.70 2.81 3.31
H 1.23 3.01 1.97
H 0.49 2.19 0.60
H 2.13 0.95 2.68
H 1.41 0.18 1.27
H -0.03 -0.88 2.88
H 0.34 0.37 4.08
H -0.42 -1.89 0.55
H 1.36 -4.16 -0.98

## Properties
Total charge: 0
Kohn-Sham gap in eV: 9.57
M in g mol⁻¹: 285.32
Structure (SMILES): COc1ccc(S(=O)(=O)N2CCCC2)cc1C(=O)O
DFT total energy in Ha: -1295.40349
Relative energy (zero: lowest compared OMol25 entry of this formula, charge and spin) in kcal/mol: 50.53

=====

[9]
Computed, not measured: a structure of composition C5H8O2 in a non-equilibrium geometry, with ωB97M-V with the def2-TZVPD basis set.

Cartesian coordinates (Å):
C -0.15 1.31 -0.39
C -0.24 -0.10 0.13
C -0.98 -1.22 -0.52
C -1.33 -0.81 0.89
O 1.07 -0.39 0.69
C 2.11 0.29 0.22
O 2.35 0.68 -0.91
H -0.77 1.50 -1.25
H 1.01 1.22 -1.08
H -0.50 2.00 0.42
H -1.67 -0.95 -1.31
H -0.47 -2.17 -0.66
H -2.26 -0.29 1.09
H -1.03 -1.51 1.68
H 2.85 0.43 0.99

## Properties
Total charge: 0
Kohn-Sham gap in eV: 10.41
M in g mol⁻¹: 100.12
DFT total energy in Ha: -345.68706
Relative energy (zero: lowest compared OMol25 entry of this formula, charge and spin) in kcal/mol: 73.98

=====

[10]
Computed, not measured: a structure of composition C20H31ClN2OOs in a non-equilibrium geometry, with ωB97M-V with the def2-TZVPD basis set.

Cartesian coordinates (Å):
C -3.74 -5.90 -0.90
C -4.72 -5.07 -0.12
C -3.56 -5.61 -2.35
C -2.59 -6.48 -0.15
Cl -1.65 -2.50 0.25
H -4.03 -6.30 -3.05
H -2.49 -5.61 -2.56
H -4.00 -4.62 -2.55
H -5.67 -5.54 0.13
H -4.95 -4.17 -0.71
H -4.25 -4.78 0.83
H -2.64 -7.54 0.09
H -2.49 -5.95 0.81
H -1.68 -6.34 -0.75
C -0.76 1.19 -0.78
C -1.01 0.62 -2.08
C -2.26 -0.07 -2.00
H -0.41 0.79 -2.98
C -2.75 0.04 -0.68
C -1.78 0.74 0.11
H -1.84 0.96 1.18
H 0.03 1.90 -0.55
H -2.74 -0.65 -2.79
H -3.70 -0.37 -0.34
C 1.27 -1.29 0.71
C 1.51 -0.29 -0.28
C 1.46 -0.92 -1.57
H 1.76 0.74 -0.10
C 1.31 -2.33 -1.35
C 1.24 -2.56 0.04
H 1.15 -3.54 0.50
H 1.20 -1.12 1.79
H 1.64 -0.43 -2.53
H 1.19 -3.10 -2.12
Os -0.48 -0.88 -0.63
C 4.36 2.74 0.41
N 3.51 3.70 1.04
C 3.85 4.06 2.38
C 3.18 5.36 2.77
C 1.70 5.34 2.43
N 1.53 4.91 1.07
C 0.25 5.19 0.48
C 2.28 3.93 0.48
O 1.87 3.28 -0.52
H 4.36 1.79 0.95
H 5.38 3.12 0.39
H 4.00 2.57 -0.60
H 3.55 3.26 3.10
H 4.95 4.15 2.44
H 3.65 6.19 2.22
H 3.33 5.53 3.85
H 1.28 6.34 2.49
H 1.15 4.68 3.12
H -0.54 4.54 0.88
H -0.02 6.23 0.70
H 0.30 5.05 -0.60

## Properties
Total charge: +2
Kohn-Sham gap (alpha / beta) in eV: 4.58 / 4.49
M in g mol⁻¹: 541.16
Expectation value of S²: 6.046
Multiplicity: 5
DFT total energy in Ha: -1515.54084
Relative energy (zero: lowest compared OMol25 entry of this formula, charge and spin) in kcal/mol: 0.00

=====

[11]
Computed, not measured: a cluster of 3 separate species, C36H57N3O6 in total in a non-equilibrium geometry, with ωB97M-V with the def2-TZVPD basis set.

Cartesian coordinates (Å):
C 1.57 -1.40 8.02
C 1.72 -0.28 6.94
C 0.81 0.94 7.22
C 1.60 -0.84 5.50
C 0.19 -0.94 4.96
C -0.06 -0.60 3.70
C -1.47 -0.66 3.18
O -1.75 -0.92 2.03
C -2.52 -0.32 4.22
C -3.67 0.36 3.91
C -4.55 0.66 4.92
C -5.83 1.43 4.64
C -5.55 2.81 4.00
C -5.74 3.99 5.01
C -4.85 5.17 4.66
O -5.27 6.19 4.18
O -3.49 5.02 4.93
C -4.30 0.29 6.22
C -3.14 -0.40 6.56
N -2.83 -0.79 7.87
C -2.27 -0.68 5.53
C -0.97 -1.40 5.81
O -0.88 -2.30 6.62
H 1.34 -2.37 7.57
H 0.80 -1.18 8.75
H 2.54 -1.55 8.51
H 2.75 0.06 7.04
H 0.29 0.81 8.17
H 0.09 1.17 6.43
H 1.42 1.84 7.33
H 2.27 -0.30 4.82
H 2.00 -1.87 5.52
H 0.75 -0.27 3.06
H -3.84 0.64 2.87
H -6.36 1.57 5.59
H -6.48 0.87 3.97
H -6.24 3.02 3.17
H -4.54 2.90 3.60
H -6.78 4.32 5.09
H -5.43 3.65 6.01
H -3.11 4.46 4.25
H -5.03 0.53 6.99
H -3.29 -0.22 8.57
H -2.98 -1.78 8.04
C 1.92 -3.39 -3.78
C 2.39 -2.93 -2.38
C 2.38 -4.13 -1.42
C 0.97 -4.54 -0.99
C 0.19 -3.35 -0.43
C 0.18 -2.15 -1.38
N 1.54 -1.81 -1.89
O 2.18 -1.20 -0.94
C -0.77 -2.44 -2.57
C -0.48 -0.97 -0.67
C 3.83 -2.49 -2.59
H 1.13 -4.14 -3.74
H 1.57 -2.55 -4.37
H 2.74 -3.85 -4.33
H 2.95 -3.88 -0.52
H 2.88 -4.98 -1.88
H 0.43 -5.00 -1.82
H 1.04 -5.32 -0.22
H -0.83 -3.66 -0.21
H 0.64 -3.06 0.52
H -0.72 -1.65 -3.31
H -1.81 -2.49 -2.22
H -0.59 -3.39 -3.06
H 0.03 -0.71 0.25
H -1.50 -1.20 -0.41
H -0.49 -0.08 -1.31
H 3.88 -1.63 -3.27
H 4.42 -3.30 -3.03
H 4.33 -2.21 -1.66
C 1.53 3.28 -8.04
C 2.72 2.44 -7.51
C 2.69 1.05 -8.15
C 1.59 0.15 -7.59
C 1.67 0.08 -6.07
C 1.68 1.46 -5.40
N 2.68 2.38 -6.02
O 3.86 2.04 -5.60
C 0.27 2.08 -5.47
C 1.93 1.28 -3.90
C 3.96 3.19 -8.01
H 0.62 2.69 -8.19
H 1.30 4.11 -7.36
H 1.76 3.72 -9.01
H 3.65 0.56 -8.00
H 2.56 1.15 -9.23
H 0.60 0.50 -7.91
H 1.70 -0.86 -8.01
H 0.83 -0.51 -5.68
H 2.58 -0.47 -5.79
H 0.28 3.11 -5.10
H -0.42 1.51 -4.85
H -0.16 2.08 -6.47
H 2.86 0.75 -3.69
H 1.13 0.69 -3.45
H 1.97 2.24 -3.39
H 4.02 4.19 -7.57
H 3.92 3.30 -9.09
H 4.88 2.66 -7.78

## Properties
Total charge: 0
Kohn-Sham gap (alpha / beta) in eV: 7.82 / 8.46
M in g mol⁻¹: 627.87
Expectation value of S²: 2.008
Multiplicity: 3
DFT total energy in Ha: -2021.50771